# 1
10
Properties=species:S:1:pos:R:3 method="wB97M-V/def2-TZVPD" orbital_gap_ev=9.96 homo_energy_ha=-0.336 smiles="C=CNC=O" e_tot_ev=-6728.6439 charge=0 multiplicity=1
C -1.878 -0.295 -0.065
C -0.532 -0.422 0.205
N 0.452 0.601 0.218
C 1.801 0.265 -0.026
O 2.312 -0.873 0.017
H -2.472 -1.250 -0.079
H -2.292 0.721 -0.142
H -0.142 -1.396 0.162
H 0.217 1.568 -0.121
H 2.535 1.081 -0.170

# 2
10
Properties=species:S:1:pos:R:3 method="wB97M-V/def2-TZVPD" orbital_gap_ev=9.39 homo_energy_ha=-0.319 e_tot_ev=-6726.3837 charge=0 multiplicity=1
O -1.171 0.976 -1.748
C -0.568 0.868 -0.709
C -0.806 -0.204 0.384
N 0.576 -0.656 0.538
C 1.269 -0.321 -0.516
H -1.195 0.237 1.311
H -1.476 -1.001 0.046
H 0.928 -1.013 1.426
H 0.109 1.654 -0.305
H 2.333 -0.540 -0.428

# 3
10
Properties=species:S:1:pos:R:3 method="wB97M-V/def2-TZVPD" orbital_gap_ev=9.69 homo_energy_ha=-0.328 smiles="C=C=C[NH2+][O-]" e_tot_ev=-6723.7205 charge=0 multiplicity=1
C -0.025 1.079 -1.387
C 0.409 -0.148 -1.121
C 0.260 -0.979 -0.188
N -0.205 -0.244 1.222
O -0.512 1.012 1.109
H -1.032 1.037 -1.809
H 0.552 1.888 -1.462
H 0.644 -1.906 0.271
H 0.605 -0.341 1.798
H -0.999 -0.797 1.403

# 4
10
Properties=species:S:1:pos:R:3 method="wB97M-V/def2-TZVPD" orbital_gap_ev=9.33 homo_energy_ha=-0.324 e_tot_ev=-6726.4069 charge=0 multiplicity=1
C -0.294 -1.254 1.334
C 0.088 -0.120 0.598
C 0.220 -0.244 -0.865
N 0.086 0.795 -1.694
O 0.159 1.916 -0.938
H -0.582 -1.204 2.327
H -0.292 -2.207 0.826
H 0.017 0.863 1.183
H 0.380 -1.296 -1.305
H 0.217 2.751 -1.467

The records above give, respectively, ΔE to the lowest compared entry with this formula, charge and spin values of 0.929 3.189 5.852 3.166 eV.